{"formula": "C3H8OS2", "method": "wB97M-V/def2-TZVPD", "species": ["C", "C", "O", "H", "H", "H", "H", "C", "S", "S", "H", "H", "H", "H"], "xyz": [[-1.021, 2.306, -0.881], [-1.488, 2.018, 0.503], [-0.710, 1.911, 1.422], [-0.361, 3.159, -0.963], [-0.746, 1.400, -1.443], [-1.930, 2.681, -1.390], [-2.537, 1.737, 0.673], [2.308, -2.397, 0.244], [0.842, -1.756, -0.755], [-0.727, -2.358, 0.552], [1.881, -2.973, 1.089], [2.836, -3.071, -0.433], [2.841, -1.559, 0.651], [-1.189, -1.097, 0.730]], "orbital_gap_ev": 9.13, "total_charge": 0, "spin_multiplicity": 1, "fmax_ev_per_a": 2.662, "smiles": "CC=O.CSS"}

{"formula": "C3H8OS2", "method": "wB97M-V/def2-TZVPD", "species": ["C", "C", "O", "H", "H", "H", "H", "C", "S", "S", "H", "H", "H", "H"], "xyz": [[-3.177, -3.885, -2.364], [-2.026, -3.704, -1.722], [-1.706, -2.508, -1.082], [-3.128, -4.838, -2.885], [-3.928, -3.126, -2.498], [-1.373, -4.518, -1.423], [-1.313, -1.934, -1.742], [0.826, 3.654, 1.402], [0.616, 2.010, 0.613], [2.113, 0.857, 1.204], [1.186, 3.630, 2.427], [-0.079, 4.235, 1.251], [1.654, 4.090, 0.837], [3.126, 1.071, 0.336]], "orbital_gap_ev": 9.81, "total_charge": 0, "spin_multiplicity": 1, "fmax_ev_per_a": 1.924, "smiles": "C=CO.CSS"}

{"formula": "C3H8OS2", "method": "wB97M-V/def2-TZVPD", "species": ["C", "C", "O", "H", "H", "H", "H", "C", "S", "S", "H", "H", "H", "H"], "xyz": [[2.479, -0.389, -0.822], [1.657, -1.403, -1.023], [1.999, -2.579, -1.633], [2.225, 0.504, -0.275], [3.490, -0.439, -1.210], [0.615, -1.382, -0.746], [2.917, -2.498, -1.925], [-2.760, 1.919, 0.819], [-1.096, 1.267, 0.587], [-1.257, -0.685, 1.194], [-3.514, 1.217, 0.467], [-2.934, 2.139, 1.867], [-2.845, 2.814, 0.210], [-0.975, -0.484, 2.489]], "orbital_gap_ev": 9.55, "total_charge": 0, "spin_multiplicity": 1, "fmax_ev_per_a": 0.527, "smiles": "C=CO.CSS"}

{"formula": "C3H8OSi", "method": "wB97M-V/def2-TZVPD", "species": ["O", "Si", "H", "H", "H", "H", "C", "C", "C", "H", "H", "H", "H"], "xyz": [[-2.022, -1.169, 0.171], [-3.383, -0.674, -0.299], [-4.111, -1.511, -1.188], [-4.083, 0.580, 0.092], [0.326, 3.250, 1.626], [0.532, 3.723, 2.153], [0.544, -1.350, -1.120], [1.543, -0.806, -0.782], [2.546, -0.181, 0.064], [-0.339, -1.752, -1.568], [3.212, -0.941, 0.565], [3.234, 0.468, -0.531], [2.001, 0.363, 0.816]], "orbital_gap_ev": 8.89, "total_charge": 0, "spin_multiplicity": 1, "fmax_ev_per_a": 1.956, "smiles": "O=[SiH2].[H][H].C#CC"}

For reference, relative energy (zero: lowest compared OMol25 entry of this formula, charge and spin) by record: 0.893; 1.456; 0.851; 4.131 eV.